1.
ORCA calculation (ωB97M-V with the def2-TZVPD basis set) on a 8-piece molecular cluster, C41H68ClN3O24S overall at a distorted geometry.

Calculated values
M: 1054.51 Da
E: -120585.5763 eV
LUMO: -0.0266 Eh
HOMO: -8.9267 eV
2S+1: 1
Largest force on an atom: 0.055 Eh/bohr
Total charge: 0
Structure (SMILES): C#Cc1nc2ccc(CCCCN)c(C[C@@H](C)Cl)c2nc1CCCS(=O)(=O)O.COC(=O)OC.COC(=O)OC.COC(=O)OC.COC(=O)OC.COC(=O)OC.COC(=O)OC.COC(=O)OC

The geometry in XYZ format:
```
138
Properties=species:S:1:pos:R:3:forces:R:3
C -5.042 1.474 -0.626 0.36 0.05 0.21
C -4.041 0.870 -0.317 0.13 0.07 0.76
C -2.856 0.245 0.314 -0.14 -0.05 -0.45
N -2.703 -1.065 0.204 0.48 0.89 0.48
C -1.592 -1.541 0.832 0.10 -0.40 0.01
C -1.355 -2.965 0.806 0.03 -0.81 0.07
C -0.281 -3.562 1.423 0.33 2.02 0.32
C 0.690 -2.684 2.106 -0.27 -0.70 -0.89
C 1.875 -3.403 2.784 -1.14 0.38 0.66
C 1.283 -4.120 4.074 0.51 0.70 -0.03
C 2.080 -3.791 5.393 -1.01 -1.05 0.06
C 1.075 -3.323 6.500 0.95 0.19 0.22
N 0.802 -1.869 6.450 0.24 -0.28 -0.12
C 0.490 -1.306 2.126 0.37 -0.16 0.50
C 1.509 -0.371 2.820 -0.49 0.51 -0.63
C 2.436 0.320 1.763 -0.37 0.78 0.23
C 2.797 1.789 2.138 0.40 -0.16 -0.35
Cl 3.962 -0.631 1.501 -0.39 0.03 0.01
C -0.678 -0.678 1.500 1.81 -1.48 0.90
N -0.788 0.684 1.604 -2.03 -1.42 -1.35
C -1.900 1.089 1.013 -0.68 1.86 -0.36
C -2.211 2.615 1.071 1.31 -0.95 0.80
C -0.886 3.390 1.367 -1.03 0.94 0.26
C -1.247 4.921 1.563 -0.53 -2.09 -0.73
S -1.699 5.285 3.283 1.06 2.36 0.78
O -0.638 4.893 4.160 -0.45 -1.02 -0.33
O -2.013 6.688 3.327 -0.52 -0.44 -0.57
O -3.035 4.482 3.739 0.86 -0.33 -0.97
H -5.915 2.086 -0.823 0.56 -0.58 -0.07
H -2.074 -3.625 0.292 0.24 0.69 0.15
H -0.128 -4.649 1.409 -0.11 0.58 -0.01
H 2.332 -4.150 2.111 -0.16 0.54 0.19
H 2.616 -2.642 3.088 -0.17 -0.76 -0.31
H 1.222 -5.216 3.913 -0.05 0.66 0.14
H 0.250 -3.739 4.234 0.54 -0.41 -0.26
H 2.861 -3.020 5.215 -0.43 -0.49 0.25
H 2.548 -4.736 5.744 0.09 0.70 -0.21
H 1.529 -3.526 7.493 -0.36 0.09 -0.47
H 0.123 -3.892 6.462 0.53 0.24 -0.17
H 0.769 -1.570 5.473 -0.16 -0.04 0.25
H 1.619 -1.404 6.848 -0.29 0.02 -0.15
H 0.965 0.466 3.313 0.20 -0.62 -0.29
H 2.088 -0.879 3.609 -0.17 0.25 -0.50
H 1.906 0.360 0.791 0.46 -0.34 0.49
H 2.073 2.484 1.661 0.19 -0.47 0.64
H 2.838 1.917 3.236 -0.11 0.07 -0.57
H 3.786 2.073 1.720 -0.56 -0.29 0.29
H -2.911 2.741 1.925 0.19 0.01 -0.62
H -2.670 2.981 0.136 0.14 -0.25 0.47
H -0.214 3.234 0.503 -0.14 0.30 0.51
H -0.386 3.077 2.299 -0.21 -0.25 -0.61
H -0.395 5.543 1.236 -0.63 0.14 0.73
H -2.147 5.108 0.944 0.55 0.45 0.29
H -3.662 4.405 2.999 0.03 0.26 0.23
C -3.530 -7.662 -3.708 -0.07 -0.32 0.07
O -3.479 -6.397 -4.368 0.01 0.05 -0.02
C -2.780 -5.466 -3.714 -0.06 0.06 -0.10
O -2.220 -5.616 -2.659 -0.05 0.05 -0.09
O -2.814 -4.343 -4.438 0.00 -0.14 0.00
C -2.102 -3.251 -3.857 0.19 0.38 0.11
H -4.121 -8.330 -4.330 -0.01 0.21 -0.13
H -2.530 -8.079 -3.598 -0.02 0.09 0.12
H -4.016 -7.569 -2.736 0.15 0.04 0.02
H -1.044 -3.495 -3.753 -0.07 -0.08 0.15
H -2.530 -2.982 -2.891 0.10 -0.10 0.03
H -2.195 -2.400 -4.529 -0.19 -0.20 -0.13
C 0.868 8.096 -0.521 0.01 0.19 0.31
O 0.345 7.338 -1.613 -0.07 -0.05 -0.08
C 1.277 6.733 -2.358 -0.07 -0.12 0.03
O 2.464 6.787 -2.185 -0.04 0.03 0.00
O 0.653 6.049 -3.321 0.03 0.01 0.07
C 1.530 5.336 -4.198 0.20 -0.28 -0.26
H 0.024 8.532 0.008 -0.11 -0.12 -0.18
H 1.411 7.443 0.163 0.14 0.09 -0.09
H 1.510 8.900 -0.880 0.10 -0.14 0.01
H 2.106 4.596 -3.645 0.08 0.11 -0.03
H 2.193 6.023 -4.725 0.06 0.00 0.16
H 0.914 4.819 -4.929 -0.17 0.09 0.15
C 5.245 1.004 -3.676 0.16 0.02 0.32
O 4.907 0.668 -5.022 -0.06 0.03 -0.06
C 3.820 1.288 -5.485 0.12 -0.16 -0.08
O 3.139 2.072 -4.876 -0.01 0.06 0.03
O 3.615 0.887 -6.740 0.06 0.01 0.05
C 2.470 1.474 -7.359 -0.31 0.06 -0.24
H 6.139 0.442 -3.415 -0.04 -0.07 -0.23
H 5.465 2.068 -3.588 -0.15 -0.01 0.01
H 4.443 0.721 -2.995 -0.03 0.13 -0.05
H 2.576 2.557 -7.419 -0.04 -0.03 0.14
H 1.563 1.206 -6.817 0.04 0.13 0.05
H 2.401 1.075 -8.368 0.21 -0.12 0.09
C -3.409 -7.332 6.692 0.04 -0.28 0.18
O -3.953 -6.128 6.152 0.00 0.05 -0.05
C -3.206 -5.570 5.196 -0.12 0.08 0.05
O -2.158 -5.994 4.780 -0.01 0.01 0.02
O -3.822 -4.463 4.782 -0.02 -0.06 0.06
C -3.127 -3.760 3.751 0.09 0.26 -0.25
H -4.099 -7.688 7.453 -0.11 0.20 -0.08
H -3.319 -8.094 5.918 0.13 0.09 -0.01
H -2.442 -7.142 7.158 0.03 -0.02 -0.15
H -3.028 -4.381 2.861 0.13 -0.04 0.10
H -2.149 -3.431 4.101 0.03 -0.14 -0.06
H -3.716 -2.882 3.496 -0.15 -0.10 0.17
C 6.065 -7.893 7.604 -0.14 -0.13 0.29
O 6.918 -7.678 6.480 0.03 0.03 -0.06
C 6.558 -6.650 5.708 0.13 -0.09 -0.03
O 5.612 -5.929 5.887 -0.01 -0.01 0.00
O 7.432 -6.561 4.703 -0.01 -0.05 0.06
C 7.167 -5.495 3.790 0.02 0.22 -0.26
H 6.456 -8.749 8.150 0.16 0.02 -0.18
H 6.071 -7.026 8.263 -0.11 0.03 -0.11
H 5.050 -8.121 7.279 0.01 0.16 0.00
H 7.216 -4.532 4.299 -0.15 -0.05 0.02
H 6.196 -5.628 3.314 -0.03 0.07 0.14
H 7.938 -5.524 3.024 0.06 -0.19 0.14
C -3.905 1.553 -6.479 -0.11 0.32 0.05
O -3.834 0.128 -6.504 0.04 -0.07 0.00
C -2.731 -0.355 -7.081 -0.12 -0.08 0.04
O -1.839 0.297 -7.557 0.00 -0.02 0.03
O -2.792 -1.688 -7.036 -0.03 0.09 0.04
C -1.670 -2.349 -7.621 0.22 -0.28 -0.13
H -4.838 1.823 -5.989 -0.01 -0.24 0.01
H -3.077 1.970 -5.907 0.05 -0.02 -0.14
H -3.913 1.956 -7.491 0.15 -0.02 0.04
H -0.752 -2.088 -7.095 -0.02 0.12 -0.10
H -1.587 -2.103 -8.680 0.07 0.12 0.08
H -1.835 -3.419 -7.524 -0.21 0.09 0.12
C -3.702 11.859 -3.216 -0.10 0.31 0.06
O -3.636 10.435 -3.272 0.01 -0.05 -0.01
C -2.522 9.960 -3.839 -0.08 -0.13 0.05
O -1.620 10.621 -4.282 -0.03 0.01 0.02
O -2.587 8.628 -3.827 -0.08 0.07 0.00
C -1.453 7.981 -4.407 0.16 -0.17 -0.24
H -4.644 12.122 -2.739 -0.01 -0.24 0.00
H -2.884 12.260 -2.618 0.06 -0.02 -0.15
H -3.689 12.285 -4.219 0.15 -0.02 0.04
H -0.549 8.228 -3.858 -0.06 0.12 -0.09
H -1.351 8.253 -5.459 0.04 0.14 0.08
H -1.615 6.909 -4.341 -0.19 0.10 0.17
```
Forces are in eV/Å.


2.
ORCA calculation (ωB97M-V with the def2-TZVPD basis set) on a 8-piece molecular cluster, C41H68F5O9 overall at a distorted geometry.

Calculated values
M: 799.98 Da
E: -75630.4002 eV
LUMO: 0.0697 Eh
Energy relative to the best compared isomer or geometry (same formula, charge and spin): 223.0 kJ/mol
HOMO: -2.8561 eV
2S+1: 1
Largest force on an atom: 0.056 Eh/bohr
Total charge: -1

The geometry in XYZ format:
```
123
Properties=species:S:1:pos:R:3:forces:R:3
C -3.385 -1.856 -2.021 1.73 -1.38 0.88
C -4.023 -3.210 -2.500 -0.64 0.67 -0.44
O -5.010 -3.139 -3.200 0.75 -0.57 0.21
O -3.481 -4.443 -2.156 -0.76 2.08 0.31
C -3.157 -4.481 -0.737 1.17 -0.93 1.60
C -2.555 -5.881 -0.274 -0.21 1.01 0.34
C -1.899 -5.609 1.153 0.41 -1.86 -0.95
C -0.472 -6.147 1.235 -2.00 1.60 0.87
F -0.075 -6.041 2.607 0.01 -0.63 -1.26
F -0.343 -7.568 0.941 0.63 0.77 0.10
C 0.580 -5.334 0.428 2.21 1.10 -1.42
C 0.716 -5.376 -1.040 1.59 1.21 0.75
C 1.768 -4.608 -1.775 -0.23 0.13 2.09
C 2.733 -3.772 -1.042 -2.31 -1.48 0.86
C 2.586 -3.712 0.419 -0.83 -0.83 -1.25
C 3.626 -2.820 1.163 -0.21 -1.41 0.13
F 3.374 -1.471 1.041 0.53 -1.53 0.32
F 3.689 -3.148 2.511 -0.12 0.94 -1.54
F 4.911 -3.057 0.677 -1.54 0.73 0.53
C 1.549 -4.470 1.133 0.63 0.37 -1.46
H -3.356 -1.067 -2.806 -0.61 -0.80 0.59
H -3.840 -1.516 -1.051 0.25 -0.19 -1.14
H -2.307 -2.094 -1.769 -1.05 0.49 -0.17
H -2.381 -3.722 -0.428 -0.79 -0.68 -0.64
H -4.065 -4.295 -0.093 0.69 -0.07 -0.84
H -3.401 -6.628 -0.196 0.92 0.68 -0.24
H -1.821 -6.261 -1.030 -0.79 0.35 0.47
H -2.553 -6.187 1.876 1.06 0.60 -0.30
H 0.024 -6.012 -1.636 0.71 0.59 0.55
H 1.833 -4.656 -2.907 -0.13 0.04 1.70
H 3.521 -3.198 -1.583 -0.79 -0.61 0.61
H 1.543 -4.350 2.245 -0.25 -0.37 -1.27
C 3.674 2.089 3.984 0.16 0.14 0.29
C 3.634 0.641 3.532 0.09 -0.08 -0.31
C 2.251 0.209 3.983 -0.16 -0.16 0.18
O 1.416 1.375 3.927 0.29 0.12 0.03
C 2.241 2.530 3.744 -0.24 -0.04 -0.21
H 4.403 2.698 3.447 -0.05 -0.01 0.01
H 3.907 2.138 5.052 0.00 0.04 -0.04
H 3.704 0.591 2.443 0.01 -0.05 0.07
H 4.430 0.027 3.953 -0.06 0.00 -0.02
H 2.263 -0.147 5.018 0.04 -0.07 -0.02
H 1.830 -0.574 3.351 -0.07 0.09 0.03
H 2.101 2.883 2.716 0.07 0.11 0.02
H 1.924 3.320 4.430 -0.08 -0.05 0.00
C -4.026 3.628 -1.171 -0.05 0.25 0.34
C -3.204 3.217 -2.372 -0.06 -0.13 -0.35
C -2.394 2.060 -1.815 0.19 -0.10 0.21
O -3.197 1.440 -0.802 -0.07 0.30 -0.14
C -4.313 2.292 -0.511 -0.06 -0.29 -0.04
H -4.931 4.178 -1.427 0.07 -0.04 -0.02
H -3.423 4.253 -0.504 -0.04 -0.01 0.00
H -3.864 2.863 -3.169 0.04 0.06 0.01
H -2.583 4.018 -2.774 -0.01 -0.04 0.02
H -1.470 2.412 -1.342 0.05 0.01 -0.09
H -2.134 1.323 -2.578 -0.01 -0.06 0.10
H -5.210 1.826 -0.932 -0.06 0.06 0.04
H -4.438 2.375 0.571 0.06 -0.11 -0.01
C 2.579 -5.639 -7.331 0.30 -0.08 -0.22
C 1.688 -6.519 -6.479 -0.37 -0.04 0.02
C 2.215 -6.242 -5.084 0.13 -0.14 0.32
O 2.706 -4.894 -5.084 -0.02 -0.09 -0.47
C 2.769 -4.427 -6.438 -0.11 0.29 0.22
H 2.151 -5.389 -8.303 0.02 0.03 0.04
H 3.540 -6.135 -7.498 -0.03 0.04 -0.02
H 0.649 -6.183 -6.559 0.03 -0.06 0.02
H 1.726 -7.575 -6.747 0.01 0.03 0.06
H 3.052 -6.903 -4.836 -0.08 -0.09 0.04
H 1.449 -6.349 -4.316 0.09 -0.03 0.01
H 1.962 -3.700 -6.580 0.04 0.03 -0.10
H 3.724 -3.926 -6.609 -0.02 0.02 0.11
C -0.011 5.575 5.440 0.20 -0.10 0.28
C -1.308 6.352 5.339 -0.30 -0.08 -0.14
C -0.824 7.711 4.865 0.13 0.24 0.03
O 0.351 7.482 4.077 -0.26 -0.25 0.19
C 0.775 6.122 4.263 -0.01 -0.04 -0.33
H -0.142 4.493 5.397 0.02 0.05 -0.03
H 0.498 5.821 6.377 0.00 -0.04 -0.03
H -1.954 5.900 4.580 0.00 0.03 0.05
H -1.866 6.401 6.275 0.03 0.02 -0.04
H -0.544 8.350 5.710 -0.10 0.02 0.04
H -1.570 8.236 4.265 0.11 0.02 -0.05
H 0.548 5.572 3.344 0.07 -0.08 0.05
H 1.854 6.093 4.428 -0.01 0.09 -0.06
C 3.499 9.389 7.551 0.05 0.28 0.17
C 2.323 8.890 6.733 -0.16 -0.26 0.03
C 2.853 9.008 5.316 0.12 0.10 -0.31
O 4.273 8.809 5.388 -0.10 0.08 0.34
C 4.680 8.854 6.760 0.13 -0.22 -0.16
H 3.491 9.049 8.587 0.03 0.00 -0.04
H 3.514 10.484 7.550 0.01 -0.04 0.03
H 2.123 7.841 6.972 -0.03 0.04 -0.02
H 1.404 9.457 6.892 0.04 -0.01 -0.03
H 2.674 10.008 4.906 -0.11 -0.01 0.01
H 2.414 8.274 4.643 0.09 0.12 -0.01
H 4.934 7.833 7.069 0.04 0.04 0.10
H 5.571 9.478 6.859 0.00 -0.03 -0.09
C 1.914 -10.464 -1.410 -0.19 -0.14 0.18
C 2.448 -10.990 -2.728 0.37 -0.09 -0.07
C 1.546 -10.297 -3.730 -0.35 0.18 -0.15
O 1.165 -9.042 -3.155 0.23 -0.37 0.00
C 1.549 -9.035 -1.769 -0.06 0.40 0.14
H 2.630 -10.526 -0.590 -0.04 0.05 -0.03
H 1.016 -11.019 -1.122 0.04 0.04 0.02
H 3.483 -10.661 -2.865 -0.03 -0.04 -0.02
H 2.421 -12.077 -2.812 -0.02 0.04 -0.03
H 0.632 -10.876 -3.906 0.05 -0.09 -0.07
H 2.039 -10.124 -4.690 -0.06 0.07 0.00
H 2.406 -8.362 -1.659 -0.01 -0.01 0.09
H 0.726 -8.652 -1.165 0.04 0.07 -0.08
C -6.177 7.445 -4.168 -0.04 0.29 0.22
C -5.136 7.146 -5.229 -0.03 -0.08 -0.34
C -4.199 6.205 -4.492 0.21 -0.07 0.21
O -4.996 5.489 -3.540 -0.16 0.37 -0.25
C -6.283 6.112 -3.449 -0.07 -0.31 -0.02
H -7.130 7.788 -4.572 0.03 -0.04 0.03
H -5.800 8.210 -3.484 -0.05 -0.02 -0.02
H -5.602 6.625 -6.071 0.05 0.03 0.01
H -4.632 8.033 -5.614 0.01 -0.05 0.03
H -3.432 6.759 -3.940 0.05 0.03 -0.08
H -3.704 5.498 -5.160 -0.02 -0.06 0.10
H -7.010 5.455 -3.938 -0.08 0.06 0.04
H -6.564 6.222 -2.400 0.08 -0.08 0.00
```
Forces are in eV/Å.